# 1
A molecular structure, C31H46InN2O6P2 in a non-equilibrium geometry, computed with ωB97M-V/def2-TZVPD.

```
88
Properties=species:S:1:pos:R:3:lowdin_charge:R:1
In -2.5713 1.0007 -0.9035 0.97
C 1.2195 0.6074 3.4957 -0.09
C 2.2635 1.2032 2.7218 -0.10
C 0.3667 2.4691 2.4288 -0.13
C 0.0428 1.3892 3.2998 -0.11
C 1.7534 2.3773 2.1082 -0.12
C 1.3499 -0.6182 4.3003 0.01
H 2.3990 -0.9189 4.4262 0.09
H 0.8233 -1.4863 3.8726 0.06
H 0.9244 -0.4373 5.2970 0.11
C -1.2341 1.2490 4.0154 0.02
H -1.2059 0.3771 4.6762 0.09
H -2.0613 1.1155 3.3127 0.09
H -1.4449 2.1492 4.6114 0.12
C -0.5696 3.5272 2.0047 0.01
H -1.0018 4.0312 2.8850 0.11
H -1.4118 3.1057 1.4288 0.08
H -0.0679 4.2897 1.3933 0.09
C 2.5675 3.2924 1.2867 0.00
H 3.4563 3.6303 1.8287 0.11
H 1.9834 4.1660 0.9934 0.09
H 2.9539 2.8126 0.3811 0.08
C 3.6646 0.7586 2.6421 0.01
H 4.3831 1.5521 2.9030 0.12
H 3.8976 0.4557 1.6139 0.06
H 3.8609 -0.1009 3.2903 0.09
C 1.1991 -2.0446 0.7216 -0.07
C 2.4137 -2.3373 1.2161 -0.10
C 3.7452 -2.2247 0.5533 -0.18
C 3.7107 -1.5044 -0.8269 -0.17
C 3.4328 -0.0627 -0.6289 -0.13
C 2.2667 0.5560 -0.7084 -0.11
C 0.8717 0.0191 -0.8425 -0.19
C 0.7348 -1.5106 -0.5892 -0.19
H 4.1470 -3.2312 0.3756 0.12
H 2.9845 -2.0087 -1.4687 0.10
H 4.4449 -1.7302 1.2591 0.11
H 1.1807 -2.0248 -1.4333 0.09
H 0.3557 -2.2686 1.3755 0.06
H 2.4630 -2.8079 2.2056 0.10
H -0.3392 -1.7278 -0.6072 0.09
H 0.1238 0.5475 -0.2098 0.05
H 2.2306 1.6458 -0.6611 0.08
H 0.5436 0.2540 -1.8691 0.07
H 4.7087 -1.6281 -1.2626 0.12
H 4.2880 0.5915 -0.4023 0.12
P -1.1459 -0.0222 -4.3731 0.77
P -1.0237 2.6817 -5.4730 0.79
C -1.1818 0.0178 -6.2746 -0.41
C -1.4875 1.4247 -6.7845 -0.46
H -1.9260 -0.7174 -6.6136 0.07
H -0.2140 -0.3507 -6.6558 0.07
H -0.9480 1.6282 -7.7225 0.08
H -2.5636 1.5341 -6.9857 0.08
C -1.4840 4.1193 -6.5687 -0.33
H -1.0881 5.0402 -6.1355 0.03
H -2.5724 4.1961 -6.6116 0.03
H -1.0954 4.0079 -7.5879 0.04
C 0.7846 2.7294 -5.9515 -0.30
H 0.9244 2.6811 -7.0424 0.04
H 1.3416 1.9132 -5.4840 0.02
H 1.2122 3.6723 -5.5882 0.03
C -2.5172 -1.2231 -4.1711 -0.33
H -2.5454 -1.5854 -3.1349 0.02
H -2.3955 -2.0658 -4.8655 0.04
H -3.4635 -0.7112 -4.3974 0.05
C 0.3520 -1.1163 -4.3581 -0.29
H 1.1111 -0.7186 -5.0443 0.04
H 0.0765 -2.1287 -4.6762 0.05
H 0.7940 -1.1519 -3.3568 -0.01
O -1.7902 -0.7326 0.6748 -0.22
C -2.7841 -0.6691 1.4895 -0.64
O -3.6325 0.2566 1.4090 -0.13
C -2.8919 -1.7556 2.5458 -0.09
C -1.7716 -2.4863 2.9464 0.08
C -1.7315 -3.1960 4.1826 -0.11
C -2.9036 -3.2915 4.9345 0.10
C -4.0039 -2.5004 4.5671 -0.10
C -4.0673 -1.8569 3.3032 0.11
N -5.0198 -2.2671 5.5638 -0.31
O -4.9444 -2.9183 6.6427 0.07
O -5.9442 -1.4606 5.3464 0.09
N -0.5145 -3.7584 4.7091 -0.29
O 0.5658 -3.5749 4.0969 0.04
O -0.5821 -4.4337 5.7627 0.09
H -0.8585 -2.4191 2.3630 0.08
H -2.9610 -3.9543 5.8110 0.15
H -4.9562 -1.3363 2.9976 0.13
```

Results
E_LUMO (alpha / beta) ... -5.6987 / -5.7273 eV
Orbital gap (alpha / beta) ... 4.25 / 4.22 eV
Total charge ... +1

# 2
2 unconnected molecules or ions with the total composition C3H3NO in a non-equilibrium geometry, computed with ωB97M-V/def2-TZVPD.

```
8
Properties=species:S:1:pos:R:3:lowdin_charge:R:1
C 0.3536 -1.1298 -0.5919 -0.44
C -0.3305 0.8778 -0.1449 -0.20
C 0.3325 -0.2097 0.4666 -0.10
N -0.8665 -0.3839 -0.4562 0.14
O 0.8222 -1.9800 -1.2449 0.17
H -0.8312 1.4134 0.6137 0.09
H 0.0372 1.3868 -1.0935 0.15
H 0.4827 0.0255 2.4511 0.20
```

Results
E_LUMO (alpha / beta) ... -1.2122 / -0.9582 eV
ΔE to the lowest compared entry with this formula, charge and spin ... 617.12 kJ/mol
Orbital gap (alpha / beta) ... 8.70 / 8.70 eV

# 3
C5H8O in the gas phase in a non-equilibrium geometry, computed with ωB97M-V/def2-TZVPD.

```
14
Properties=species:S:1:pos:R:3:lowdin_charge:R:1
C 0.2155 -0.5513 2.2142 0.03
C -0.5122 -0.9809 1.1817 -0.12
C -0.1876 -0.7146 -0.2148 -0.37
O -1.1044 -1.1619 -1.1489 0.02
C 0.7770 0.1391 -0.6585 -0.09
C 0.4073 1.2551 -1.6152 -0.10
H 1.1166 0.0140 2.0405 0.05
H -0.0511 -0.8114 3.2352 0.06
H -1.4697 -1.4890 1.2842 0.11
H -1.9705 -0.8369 -0.8605 0.10
H 1.6731 0.2375 -0.0580 0.09
H 0.3164 1.0244 -2.6803 0.07
H -0.4153 1.8728 -1.2260 0.08
H 1.2049 2.0032 -1.4935 0.07
```

Results
E_LUMO ... 0.5610 eV
SMILES ... C=C/C(O)=C/C
ΔE to the lowest compared entry with this formula, charge and spin ... 230.82 kJ/mol
Orbital gap ... 8.64 eV

# 4
A molecular structure, C44H36F12NO4PRe in a non-equilibrium geometry, computed with ωB97M-V/def2-TZVPD.

```
99
Properties=species:S:1:pos:R:3:lowdin_charge:R:1
Re 0.8874 0.1284 0.5162 1.65
C -3.8522 5.5216 0.3878 -0.03
C -2.9989 4.3200 0.6683 -0.24
C -3.1169 3.6025 1.8548 -0.01
C -2.3103 2.5154 2.1013 0.00
C -1.3545 2.0893 1.1690 -0.19
N -0.5062 1.0296 1.4701 -0.10
C -0.1910 0.6947 2.8129 -0.24
C 0.1603 1.7090 3.7096 0.01
C 0.6331 1.4137 4.9680 0.00
C 0.7838 0.0920 5.3763 -0.23
C 1.3606 -0.2455 6.7180 -0.03
C 0.4279 -0.9196 4.4891 0.04
C -0.0421 -0.6555 3.2105 -0.07
C -0.4167 -1.8007 2.2481 -0.29
O -0.0208 -1.6298 0.9262 -0.27
C -1.9693 -1.9479 2.2386 -0.54
F -2.3618 -2.9869 1.4819 0.16
F -2.5291 -0.8431 1.7105 0.16
F -2.4736 -2.1113 3.4638 0.18
C 0.2156 -3.1603 2.6648 -0.55
F 0.0493 -4.0665 1.6864 0.16
F -0.3103 -3.6820 3.7817 0.17
F 1.5373 -3.0159 2.8462 0.17
C -1.2966 2.7445 -0.0731 -0.07
C -2.0960 3.8560 -0.2814 0.01
C -0.4384 2.1516 -1.2021 -0.30
O -0.3309 0.7721 -1.0607 -0.33
C 1.0438 2.7264 -1.1987 -0.19
F 1.4775 2.3496 0.1425 -0.06
F 3.2921 2.4900 -1.7133 0.00
F 0.5767 4.8608 -0.2562 0.03
C -1.2852 2.2664 -2.5149 -0.53
F -1.2878 3.4770 -3.0886 0.16
F -0.8982 1.3729 -3.4433 0.14
F -2.5679 1.9675 -2.2393 0.16
H -4.1369 6.0318 1.3063 0.08
H -4.7698 5.2196 -0.1230 0.09
H -3.3297 6.2248 -0.2596 0.08
H -3.8487 3.8985 2.5962 0.12
H -2.4199 1.9620 3.0243 0.12
H 0.0768 2.7382 3.3866 0.13
H 0.9094 2.2192 5.6365 0.13
H 1.2941 0.6013 7.3980 0.08
H 2.4153 -0.5080 6.6091 0.10
H 0.8559 -1.1025 7.1628 0.09
H 0.5437 -1.9358 4.8326 0.12
H -2.0284 4.4010 -1.2133 0.13
O 4.2622 0.2280 2.2618 0.15
C 3.7777 -0.0724 1.2069 -0.51
O 2.5323 -0.5672 1.1051 -0.23
C 4.5145 -0.0347 -0.0908 -0.15
C 5.9044 -0.0046 -0.0220 0.00
C 6.6639 -0.0370 -1.1775 -0.05
C 6.0319 -0.1066 -2.4105 -0.06
C 4.6488 -0.1132 -2.4825 -0.11
C 3.8657 -0.0547 -1.3292 -0.36
P 2.0519 0.0712 -1.6438 1.09
C 0.6448 -2.9452 -2.4674 -0.20
C 1.0531 -3.1846 -3.8021 0.02
C 2.2672 -3.7769 -4.0530 -0.04
C 3.0966 -4.1597 -2.9976 -0.01
C 2.7384 -3.8940 -1.6786 -0.03
C 1.5422 -3.2697 -1.4153 -0.01
C 2.0430 1.9590 -2.0759 -0.47
C 1.3751 4.2230 -1.2020 -0.21
C 1.3523 5.0149 -2.4683 0.00
C 1.5714 4.6249 -3.7190 -0.06
C 1.7768 3.2763 -4.2296 -0.05
C 1.9278 2.1329 -3.5644 -0.06
H 6.3667 0.0443 0.9547 0.13
H 7.7436 -0.0167 -1.1163 0.11
H 6.6183 -0.1450 -3.3195 0.11
H 4.1603 -0.1449 -3.4509 0.10
H 0.4342 -2.8585 -4.6228 0.10
H 2.5816 -3.9526 -5.0729 0.12
H 4.0336 -4.6585 -3.2089 0.12
H 3.3968 -4.1717 -0.8669 0.12
H 1.2465 -3.0513 -0.3949 0.10
H 2.3948 4.2803 -0.8064 0.17
H 1.1971 6.0691 -2.2681 0.13
H 1.5545 5.3965 -4.4791 0.11
H 1.7915 3.2065 -5.3117 0.12
H 2.0463 1.2180 -4.1313 0.09
C -2.7881 -1.3343 -2.1411 -0.01
C -1.9096 -2.4494 -2.7259 -0.54
C -1.9719 -2.4373 -4.2505 -0.03
C -2.4408 -3.8247 -2.1793 0.02
C -0.6037 -2.4562 -2.0699 0.12
H -3.8235 -1.4837 -2.4447 0.10
H -2.4529 -0.3658 -2.5067 0.07
H -2.7395 -1.3161 -1.0507 0.09
H -3.0155 -2.3651 -4.5545 0.10
H -1.5662 -3.3471 -4.6921 0.08
H -1.4484 -1.5664 -4.6485 0.10
H -3.5012 -3.8689 -2.4293 0.11
H -2.3446 -3.9055 -1.0952 0.09
H -1.9239 -4.6620 -2.6469 0.10
H -0.6522 -2.1672 -1.0213 0.11
```

Results
E_LUMO (alpha / beta) ... -4.7435 / -4.7441 eV
Orbital gap (alpha / beta) ... 5.52 / 5.56 eV
Total charge ... +1

# 5
2 unconnected molecules or ions with the total composition H2N2O2 in a non-equilibrium geometry, computed with ωB97M-V/def2-TZVPD.

```
6
Properties=species:S:1:pos:R:3:lowdin_charge:R:1
N -0.4031 -0.5262 0.3111 -0.33
N 0.5955 -0.0512 -0.3146 -0.37
O -0.4768 -0.1046 1.5503 -0.58
O 1.0312 -0.4106 -1.5066 -0.46
H -1.9698 0.5213 -0.1862 -0.34
H 1.2230 0.5712 0.1461 0.09
```

Results
E_LUMO ... 8.2396 eV
ΔE to the lowest compared entry with this formula, charge and spin ... 493.96 kJ/mol
Orbital gap ... 4.21 eV
Total charge ... -2

| no. | E (hartree) |
| --- | --- |
| 1 | -2642.087540 |
| 2 | -245.856495 |
| 3 | -270.469978 |
| 4 | -3671.799576 |
| 5 | -260.836634 |